16
Properties=species:S:1:pos:R:3 method="wB97M-V/def2-TZVPD" de_lowest_kcal_mol=162.50 lumo_ev=0.54 homo_energy_ev=-8.09 e_tot_ha=-681.90693 max_force_ev_per_a=7.475 homo_lumo_gap_ev=8.634
C -1.90774 -0.85917 -0.49570
C 0.47032 -0.44729 -0.15111
C -0.33953 2.13030 0.34311
H -1.98713 -1.32191 -1.61628
H -2.46724 0.35659 -0.40886
H -2.82239 -1.35402 0.17537
H -0.29195 -2.36317 0.02246
H -1.37482 1.47768 0.48733
H -0.17490 3.06298 0.05653
H 0.15186 2.06752 1.34350
H 3.45801 -1.38075 0.10548
H 2.67186 0.27279 0.90721
N -0.64885 -1.16596 0.23149
N 1.58819 -1.12555 -0.03930
N 2.86762 -0.49074 -0.24972
S 0.80670 1.14070 -0.71152